9
Properties=species:S:1:pos:R:3:lowdin_spin:R:1 method="wB97M-V/def2-TZVPD" homo_lumo_gap_ev="6.09 / 6.06" lumo_ev="4.232 / 2.789" e_homo_ev="-1.855 / -3.269" charge=-1 e_tot_ev=-17518.38978 e_above_lowest_ev=1.763 s2=2.014 spin_multiplicity=3
C 1.41576 0.37506 0.74535 0.539
N -1.56618 -1.11440 -0.81224 0.827
O -0.21579 1.57278 -0.82333 0.090
O -0.86003 1.17056 1.54682 0.105
S -0.17573 0.72544 0.33706 0.327
H 1.58311 -0.61786 1.25356 0.025
H 2.06757 0.50846 -0.03659 0.039
H -1.15049 -2.01075 -0.63792 0.027
H -1.09821 -0.60929 -1.57271 0.021


9
Properties=species:S:1:pos:R:3:nbo_charge:R:1 method="wB97M-V/def2-TZVPD" homo_lumo_gap_ev=8.59 lumo_ev=4.173 e_homo_ev=-4.412 charge=-1 e_tot_ev=-8736.82770 e_above_lowest_ev=0.115
N 1.06757 0.49079 -1.05758 -0.912
C 0.61715 0.45136 0.32336 0.862
O -0.61664 0.63507 0.47230 -0.819
O 1.51536 0.25753 1.16525 -0.788
H 1.94341 -0.01851 -1.07361 0.349
H 0.40058 -0.01026 -1.63674 0.349
H -1.41839 -0.77419 -0.27177 0.508
H -1.76004 -2.25323 -0.54022 0.443
O -2.11815 -1.36709 -0.63862 -0.991


9
Properties=species:S:1:pos:R:3:nbo_charge:R:1 method="wB97M-V/def2-TZVPD" homo_lumo_gap_ev=8.75 lumo_ev=4.447 e_homo_ev=-4.302 charge=-1 e_tot_ev=-8736.62194 e_above_lowest_ev=0.321
N -0.85817 -0.93161 -0.06467 -0.975
C 0.19922 -0.51123 0.86424 0.873
O 1.38408 -0.52301 0.49222 -0.811
O -0.28671 -0.27420 1.99408 -0.796
H -0.79499 -1.39172 -0.95212 0.361
H -1.75426 -0.84204 0.37346 0.372
H -0.00610 1.50105 -1.13229 0.460
H 1.25741 1.08990 -0.60003 0.499
O 0.85953 1.88287 -0.97489 -0.983


9
Properties=species:S:1:pos:R:3:nbo_charge:R:1 method="wB97M-V/def2-TZVPD" homo_lumo_gap_ev=8.54 lumo_ev=4.185 e_homo_ev=-4.356 charge=-1 e_tot_ev=-8736.66632 e_above_lowest_ev=0.276
N 0.71645 0.23765 -1.30951 -0.939
C 0.87385 0.89002 -0.04241 0.867
O -0.24859 1.14078 0.47151 -0.834
O 2.04308 1.17936 0.31405 -0.791
H -0.20897 -0.21410 -1.37587 0.367
H 1.55609 -0.22176 -1.78927 0.361
H -1.45809 -1.76990 1.43660 0.446
H -1.34055 -0.31823 0.89814 0.513
O -1.93326 -0.92381 1.39676 -0.990


15
Properties=species:S:1:pos:R:3:nbo_charge:R:1 method="wB97M-V/def2-TZVPD" homo_lumo_gap_ev=6.85 lumo_ev=-7.561 e_homo_ev=-14.415 charge=+1 e_tot_ev=-44277.11867
N 0.52895 4.49342 -0.74097 -0.164
C 0.33323 3.22125 -0.86262 0.430
O 0.09293 1.85045 -1.42135 -0.502
S -0.22029 0.88595 -0.01146 0.457
P -2.00623 -0.21601 -0.44503 1.252
O -1.72451 -1.59902 -1.46483 -0.875
O -2.93423 -0.59940 0.97779 -0.920
P 1.49744 -0.36916 0.24757 1.938
O 2.74369 0.36435 -0.46612 -0.935
O 1.97606 -0.48253 1.95476 -0.851
O 1.34177 -1.97643 -0.40443 -0.953
H -1.62971 -2.43976 -0.89585 0.524
H -3.35953 0.24057 1.36168 0.545
H 1.18260 -0.84721 2.44674 0.499
H 2.17783 -2.52647 -0.27587 0.556


8
Properties=species:S:1:pos:R:3:nbo_charge:R:1 method="wB97M-V/def2-TZVPD" homo_lumo_gap_ev=10.84 lumo_ev=0.796 e_homo_ev=-10.043 e_tot_ev=-13923.74355 e_above_lowest_ev=4.790
C 1.01084 0.83422 1.02970 -0.086
N 1.52316 -0.08574 1.46053 0.228
O 2.03260 -0.93452 2.06630 -0.395
H 0.55625 1.58871 0.42310 0.254
P -1.61493 -0.29329 -0.65471 -0.020
H -0.21700 0.05764 -0.93238 -0.010
H -1.40924 -1.59664 -1.38648 0.018
H -1.88167 0.42962 -2.00607 0.011


8
Properties=species:S:1:pos:R:3:nbo_charge:R:1 method="wB97M-V/def2-TZVPD" homo_lumo_gap_ev=9.14 lumo_ev=0.005 e_homo_ev=-9.131 e_tot_ev=-13926.23658 e_above_lowest_ev=2.297
N 0.76116 0.53768 -0.46999 -1.134
P -0.68760 1.15494 0.03456 0.687
C -1.79499 -0.33159 -0.18354 0.166
O -2.95268 -0.26988 0.11829 -0.475
H 1.49552 0.99193 0.08808 0.397
H 0.63669 -0.44309 -0.18527 0.360
H -0.63545 0.82042 1.66629 -0.085
H -1.09538 -1.23140 -0.08636 0.084


8
Properties=species:S:1:pos:R:3:nbo_charge:R:1 method="wB97M-V/def2-TZVPD" homo_lumo_gap_ev="8.01 / 8.01" lumo_ev="-1.132 / -1.131" e_homo_ev="-9.145 / -9.143" e_tot_ev=-13923.71730 e_above_lowest_ev=4.816
H 2.73483 0.35907 0.04074 0.295
N 1.93108 0.54811 -0.39673 -0.572
C 0.60385 -0.30568 0.30246 -0.295
P -0.94577 0.56344 0.26159 0.867
O -2.06502 -0.44425 -0.50410 -0.940
H 0.84940 -1.11196 0.92352 0.185
H -0.72802 1.36683 -0.87700 -0.020
H -2.38034 -0.97556 0.24952 0.479


8
Properties=species:S:1:pos:R:3:nbo_charge:R:1 method="wB97M-V/def2-TZVPD" homo_lumo_gap_ev=8.68 lumo_ev=-0.169 e_homo_ev=-8.853 e_tot_ev=-13925.87669 e_above_lowest_ev=2.657
C -0.37088 0.47127 1.49600 -0.923
N -0.25227 -1.12385 -1.47955 -1.165
O 1.40251 0.23879 -0.28553 -0.984
P -0.14313 -0.18395 -0.17618 1.751
H -1.45343 0.63345 1.79616 0.230
H -1.24242 -1.31892 -1.68269 0.373
H 1.74835 0.09351 -1.15304 0.509
H 0.31127 1.18969 1.48483 0.208


9
Properties=species:S:1:pos:R:3:nbo_charge:R:1 method="wB97M-V/def2-TZVPD" homo_lumo_gap_ev=9.22 lumo_ev=0.458 e_homo_ev=-8.763 e_tot_ev=-24761.36324 e_above_lowest_ev=1.132
C -0.45450 -0.49693 0.79683 -0.390
O 0.82290 -1.03501 1.11449 -0.700
S 2.01752 -0.82878 0.00281 0.661
N 1.45433 0.87587 -0.13746 -1.058
P -0.25142 0.92454 -0.43177 0.725
H -0.96616 -1.35861 0.31233 0.214
H -0.72152 -0.06546 1.86984 0.226
H 1.69885 1.35455 0.70757 0.380
H -0.17233 0.16225 -1.56651 -0.059